[1]
A single C4H9NO molecule. Source: the Open Molecules 2025 dataset; level of theory: wB97M-V/def2-TZVPD.

Last column: Mulliken charge in e.
Atoms and positions in Å:
H 0.932 0.896 -1.339  0.317
H 0.799 -0.205 1.209  0.225
O -0.814 2.152 -0.724  -0.378
C -1.244 -1.057 0.453  -1.157
C 1.628 -0.377 0.357  -0.827
H 0.516 -0.836 -1.521  0.298
H -1.870 -0.984 1.341  0.362
H -0.626 -1.959 0.486  0.310
H 2.059 -1.393 0.313  0.252
H -1.101 3.018 -0.433  0.337
C 0.696 -0.024 -0.809  -0.454
H -1.906 -1.127 -0.425  0.327
N -0.983 1.339 0.411  -0.661
H 2.403 0.364 0.562  0.336
C -0.488 0.193 0.119  0.712

Cartesian forces (eV/Å) of the 3 atoms listed first:
H 0.19 -0.23 0.04
H 3.03 -1.15 -0.46
O 0.84 1.05 0.02

## Properties
- LUMO (eV) = 1.1068
- multiplicity = 1
- ΔE to the lowest compared entry with this formula, charge and spin (kcal/mol) = 92.9
- SMILES = CC/C(C)=N\O

[2]
A gas-phase ion, C10H17N2O (charge +1). Source: the Open Molecules 2025 dataset; level of theory: wB97M-V/def2-TZVPD.

Last column: Mulliken charge in e.
Atoms and positions in Å:
H 3.769 0.015 -1.830  0.281
H 0.308 2.233 2.134  0.368
C 1.098 1.951 -0.613  -0.880
H -2.720 -0.173 -2.763  0.347
H -3.663 -0.143 -1.311  0.368
C -0.676 0.459 -0.227  1.041
H 1.766 -0.899 -1.651  0.532
C 0.775 0.642 -0.573  0.084
H -0.710 -1.044 -1.675  0.551
H 2.061 2.358 -0.763  0.584
C -1.125 1.131 1.025  -0.405
C -2.643 0.062 -1.700  -1.406
N -1.121 1.912 -0.161  -0.412
C 1.683 -0.590 -0.665  -0.713
C -2.013 -1.538 0.113  -1.579
H -2.172 1.033 1.254  0.754
N 3.867 0.440 -0.909  -0.255
C -1.412 -0.599 -0.920  0.485
H 3.052 -0.213 1.016  0.442
C 2.977 -0.085 -0.037  -0.118
H -2.401 -2.250 -0.581  0.522
H 0.827 0.551 1.973  0.132
H -0.488 1.030 3.032  0.555
O -0.029 2.713 -0.462  -0.314
H 4.706 0.941 -0.613  0.276
H 1.205 -1.281 0.001  0.324
H -1.430 -2.151 0.821  0.315
H -2.827 -1.092 0.797  0.285
C -0.074 1.241 2.154  -1.529
H -2.580 1.198 -1.666  0.366

Cartesian forces (eV/Å) of the 3 atoms listed first:
H 0.32 0.90 -0.16
H 0.39 0.95 0.34
C -2.21 -1.48 0.17

## Properties
- LUMO (eV) = -5.2432
- total charge = +1
- multiplicity = 1
- ΔE to the lowest compared entry with this formula, charge and spin (kcal/mol) = 134.1
- SMILES = CC(C)[C@@]12C(CC=[NH2+])=CON1[C@@H]2C

[3]
A molecular structure, C11H13MnN2O7P2S2Si. Source: the Open Molecules 2025 dataset; level of theory: wB97M-V/def2-TZVPD.

Last column: Mulliken charge in e.
Atoms and positions in Å:
C 0.564 -4.083 1.655  0.500
C 0.668 -1.934 2.739  -0.916
O 3.315 0.912 0.598  -0.666
C 0.790 -3.314 2.804  0.476
S 0.162 0.436 1.504  -0.437
N 0.804 -6.663 1.717  -0.548
H -1.795 2.790 -2.566  0.307
H -3.031 1.535 -2.634  0.290
Mn 0.227 0.826 -0.769  0.560
H -4.190 0.945 0.365  0.359
P 2.752 1.566 -0.582  0.873
C 0.204 -3.455 0.473  -0.847
H -1.118 3.765 0.513  0.320
O 2.483 0.452 -1.765  -0.278
O 2.236 2.158 -3.673  -0.554
H -2.844 3.520 0.863  0.387
H 0.032 -4.048 -0.417  0.503
H -3.369 3.060 -1.779  0.371
C 0.696 -5.519 1.691  -0.129
N 1.408 -4.415 5.067  -0.544
C -3.237 0.414 0.253  -1.025
P 1.635 0.770 -3.171  0.768
H -1.604 2.677 1.820  0.316
C 0.069 -2.072 0.410  0.595
O 1.851 -0.288 -4.148  -0.720
O 3.794 2.600 -1.230  -0.492
H -3.377 -0.428 -0.427  0.303
C 0.314 -1.301 1.550  0.737
O 0.202 1.067 -2.649  -0.263
H 4.660 2.413 -0.866  0.319
O 1.411 2.340 -0.548  -0.610
C -2.600 2.314 -2.003  -1.172
H 0.857 -1.340 3.623  0.492
S -0.423 -1.314 -1.089  -0.380
H 2.094 2.875 -3.046  0.368
C 1.140 -3.936 4.057  -0.213
C -1.866 3.030 0.822  -1.185
H -2.926 0.026 1.224  0.245
Si -1.988 1.617 -0.386  0.889

Cartesian forces (eV/Å) of the 3 atoms listed first:
C -0.01 -0.27 -0.04
C 0.01 0.07 0.04
O 0.04 -0.02 0.02

## Properties
- LUMO (spin up / spin down) (eV) = 1.5717 / 2.1593
- expectation value of S² = 4.006
- total charge = -1
- multiplicity = 4

[4]
9 unconnected molecules or ions with the total composition C19H41BBrCl16O2P. Source: the Open Molecules 2025 dataset; level of theory: wB97M-V/def2-TZVPD.

Last column: Mulliken charge in e.
Atoms and positions in Å:
C -1.224 -4.112 -3.785  -0.568
H 0.219 2.116 -0.425  0.261
H -2.995 1.160 -2.903  0.277
C -2.153 6.182 2.284  -0.529
Cl 2.361 0.175 -0.580  -0.168
H 6.276 -6.185 -1.347  0.337
C -2.698 -4.102 4.515  -0.314
Cl 2.193 -7.049 4.078  -0.176
H 1.661 1.167 1.423  0.126
C 0.260 9.434 -0.170  -0.413
H -1.943 -4.929 -3.774  0.312
H 0.657 10.420 0.071  0.318
H -3.624 -2.284 5.271  0.279
H -0.905 5.633 0.607  0.239
H 4.469 -7.449 4.478  0.361
H 3.058 2.002 0.737  0.347
Cl 1.868 3.422 -1.497  -0.175
H 2.980 2.749 -5.281  0.291
H 4.002 -5.042 5.114  0.389
H 4.507 -4.731 -2.145  0.295
Cl -3.335 -2.426 -3.362  -0.177
Cl 3.356 -4.227 -0.173  -0.030
H -3.702 -2.793 2.051  0.241
C -3.033 -3.113 5.689  -1.058
C 1.438 3.608 -6.492  -0.428
H -1.836 -4.708 4.857  0.225
B -1.889 -3.407 0.987  0.365
Cl -0.547 -3.947 -2.146  -0.151
H 1.467 3.016 -4.412  0.287
H 4.760 -6.744 -0.636  0.301
H 0.606 9.158 -1.164  0.306
H 5.413 -5.242 4.071  0.319
H -1.830 7.221 2.348  0.220
H 5.509 -3.794 -1.033  0.310
C 5.474 -5.923 -0.659  -0.445
Cl -0.072 4.540 -6.338  -0.186
Cl 6.214 -5.788 0.956  -0.171
C 4.821 -4.635 -1.106  -0.601
H -0.401 -4.389 -4.443  0.312
C -1.855 -2.828 -4.269  -0.435
C -2.931 -3.589 2.194  -0.524
C 2.136 3.429 -5.164  -0.397
H -4.703 3.026 -2.776  0.323
Cl 0.969 8.291 0.999  -0.175
O -2.253 -3.310 3.421  -0.141
C 2.090 1.563 0.503  -0.287
H -3.560 -4.747 4.288  0.365
C 1.149 2.578 -0.099  -0.059
Cl -6.452 1.802 -1.775  -0.198
H -5.217 1.652 -3.760  0.317
C -1.249 9.459 -0.097  -0.532
H -1.167 -1.988 -4.182  0.287
Br 0.420 -1.390 2.162  -0.243
Cl -1.435 3.607 1.692  -0.169
H 2.075 4.116 -7.213  0.320
H -2.312 -3.216 -0.097  -0.130
Cl -3.661 6.162 1.337  -0.168
H 1.355 -4.719 2.422  0.192
H -1.634 10.258 -0.731  0.368
Cl 3.650 -4.193 2.942  -0.106
C -3.837 1.128 -2.211  -0.397
H -3.464 -4.558 2.176  0.390
H -3.547 -3.657 6.493  0.361
C 3.933 -6.769 3.816  -0.345
C -4.970 1.971 -2.748  -0.446
C -1.066 5.351 1.645  -0.358
Cl -3.241 1.726 -0.643  -0.113
H -0.129 5.492 2.184  0.380
H 0.909 3.340 0.639  -0.100
H 1.168 2.634 -6.899  0.292
H -2.142 -2.930 -5.315  0.343
Cl 2.789 4.961 -4.535  -0.182
C 4.329 -5.344 4.121  -0.591
H -4.136 0.091 -2.086  0.219
H -2.382 5.831 3.288  0.404
P 0.044 -3.437 1.229  0.302
H -1.597 9.633 0.920  0.291
H 4.167 -7.036 2.789  0.162
H -2.064 -2.694 6.006  0.253
Cl -1.977 7.941 -0.678  -0.140
O 0.391 -4.640 2.376  -0.461

Cartesian forces (eV/Å) of the 3 atoms listed first:
C 0.02 -0.05 -0.06
H 0.05 0.01 -0.02
H -0.04 0.05 -0.01

## Properties
- LUMO (eV) = -0.2645
- multiplicity = 1
- SMILES = CCOCBP(O)Br.ClCCCl.ClCCCl.ClCCCl.ClCCCl.ClCCCl.ClCCCl.ClCCCl.ClCCCl

[5]
2 unconnected molecules or ions with the total composition C4H11NO. Source: the Open Molecules 2025 dataset; level of theory: wB97M-V/def2-TZVPD.

Last column: Mulliken charge in e.
Atoms and positions in Å:
H 0.548 1.090 1.009  0.137
C 0.957 -0.930 0.524  -0.645
H -1.159 1.872 -0.459  0.348
N -0.289 -1.171 -0.143  -0.346
H 1.753 0.428 2.104  0.362
C -1.613 0.887 -0.566  -1.298
H -0.202 -2.003 -0.716  0.245
H -1.993 0.570 0.404  0.336
O 2.000 0.957 -1.059  -0.536
H -1.044 -0.636 -2.020  0.447
H -2.501 0.975 -1.195  0.331
H 1.624 -0.426 -0.255  0.489
H 1.206 -1.873 1.004  0.380
C 0.834 0.201 1.562  -0.779
C -0.618 -0.140 -1.151  0.022
H 0.331 0.409 -1.369  0.175
H 0.166 -0.210 2.325  0.332

Cartesian forces (eV/Å) of the 3 atoms listed first:
H -0.43 0.12 0.54
C -2.03 0.75 1.47
H -0.07 0.00 -0.02

## Properties
- LUMO (eV) = -2.5945
- multiplicity = 1
- ΔE to the lowest compared entry with this formula, charge and spin (kcal/mol) = 167.0

Let's list max |F| in order: 3.27; 4.71; 1.26; 2.04; 2.61 eV/A.
Let's list E_tot in order: -7828.2918; -15661.4979; -108388.5531; -304830.5986; -7857.3132 eV.